Record 1
DFT (ωB97M-V with the def2-TZVPD basis set) results for a 2-piece molecular cluster, C2H2Cl3NO overall in a non-equilibrium geometry.

Computed properties:
molar mass: 162.40 g/mol
Kohn-Sham gap (alpha / beta): 7.99 / 8.01 eV
2S+1: 1
energy: -43207.3213 eV
F_max: 3.10 eV/A

Last columns: bonded neighbours and bond lengths (Å).
Atoms and positions in Å:
1 Cl -0.6576 -2.2660 0.8960  C6 1.743
2 Cl -0.9405 -0.6937 -1.7471  C7 1.700
3 Cl -1.6545 0.4467 1.3938  C6 1.778
4 O 1.0254 2.3559 -1.3011  N5 1.141
5 N 0.4340 1.9330 -0.4219  O4 1.141
6 C -0.2926 -0.5619 0.8576  Cl1 1.743, Cl3 1.778, C7 1.563, H9 1.153
7 C 0.1858 -0.1819 -0.5809  Cl2 1.700, C6 1.563, H8 1.134
8 H 1.2647 -0.5250 -0.6357  C7 1.134
9 H 0.6353 -0.5071 1.5395  C6 1.153


Record 2
DFT (ωB97M-V with the def2-TZVPD basis set) results for one molecule with the formula C2H2Cl3NO2 in a non-equilibrium geometry.

Computed properties:
molar mass: 178.40 g/mol
Kohn-Sham gap (alpha / beta): 8.51 / 7.03 eV
2S+1: 3
energy: -45251.4313 eV
F_max: 9.64 eV/A
⟨S²⟩: 2.007

Last columns: bonded neighbours and bond lengths (Å).
Atoms and positions in Å:
1 Cl -1.1213 1.2464 -1.3655  C8 1.762
2 Cl 1.1431 -1.1217 1.5515  C7 1.818
3 Cl 2.0864 0.6128 -0.7166  C7 1.804
4 O -2.3284 -1.4658 0.2545  N6 1.190
5 O -1.9523 0.2626 1.4815  N6 1.206
6 N -1.7726 -0.4488 0.5246  O4 1.190, O5 1.206, C8 1.508
7 C 0.7014 0.1691 0.3504  Cl2 1.818, Cl3 1.804, C8 1.570, H9 1.168
8 C -0.6307 -0.1535 -0.4153  Cl1 1.762, N6 1.508, C7 1.570, H10 1.155
9 H 0.3499 1.1785 0.8218  C7 1.168
10 H -0.4387 -0.9674 -1.2119  C8 1.155


Record 3
DFT (ωB97M-V with the def2-TZVPD basis set) results for one molecule with the formula C2H2Cl3NS in a non-equilibrium geometry.

Computed properties:
molar mass: 178.47 g/mol
Kohn-Sham gap: 8.03 eV
2S+1: 1
energy: -51998.1663 eV
F_max: 3.21 eV/A
SMILES: NC(=S)C(Cl)(Cl)Cl

Last columns: bonded neighbours and bond lengths (Å).
Atoms and positions in Å:
1 Cl 3.0900 -0.2647 1.6897  C7 1.941
2 Cl 3.8296 0.3995 -1.0340  C7 1.730
3 Cl 2.1757 -1.9180 -0.5130  C7 1.794
4 S 1.6919 2.3055 -0.1422  C6 1.672
5 N 0.0630 0.1440 0.0712  C6 1.335, H8 1.008, H9 0.992
6 C 1.2681 0.6885 -0.1149  S4 1.672, N5 1.335, C7 1.483
7 C 2.4653 -0.1855 -0.1462  Cl1 1.941, Cl2 1.730, Cl3 1.794, C6 1.483
8 H -0.5719 0.8499 0.4103  N5 1.008
9 H 0.2147 -0.7918 0.3621  N5 0.992


Record 4
DFT (ωB97M-V with the def2-TZVPD basis set) results for a 2-piece molecular cluster, C2H2Cl3NS overall in a non-equilibrium geometry.

Computed properties:
molar mass: 178.47 g/mol
Kohn-Sham gap (alpha / beta): 5.30 / 5.25 eV
2S+1: 1
energy: -51996.3857 eV
F_max: 3.47 eV/A

Last columns: bonded neighbours and bond lengths (Å).
Atoms and positions in Å:
1 Cl 0.9214 -1.1246 1.6569  C7 1.699
2 Cl 0.7302 -2.0132 -1.6653  no bonds
3 Cl 2.5327 0.6972 0.1213  C7 1.679
4 S -0.0872 2.0562 -0.9740  C6 1.682
5 N -1.3631 0.0783 0.2080  C6 1.344, H8 1.009, H9 1.009
6 C -0.1740 0.6395 -0.0717  S4 1.682, N5 1.344, C7 1.410
7 C 1.0049 0.1077 0.4909  Cl1 1.699, Cl3 1.679, C6 1.410
8 H -2.1678 0.4415 -0.2808  N5 1.009
9 H -1.3971 -0.8825 0.5149  N5 1.009


Table of energy above the lowest of the compared OMol25 structures with the same formula, charge and spin (kcal/mol), in record order: 83.9; 85.6; 7.1; 48.1